[1]
DFT (ωB97M-V with the def2-TZVPD basis set) results for 2 unconnected molecules or ions with the total composition C4H10 at a distorted geometry.

The geometry in ORCA input format:
```
! RIJCOSX wB97M-V def2-TZVPD def2/J DEFGRID3
* xyz -1 2
C -1.162 1.325 -0.466
C -1.556 -0.010 -1.183
H -1.448 2.166 -1.188
H -0.051 1.516 -0.586
H -1.198 1.379 0.640
H -1.406 -0.017 -2.265
H -1.152 -0.898 -0.584
H -2.615 -0.068 -1.065
C 1.725 -0.858 0.473
C 1.796 -0.910 1.798
H 2.415 -0.361 -0.224
H 0.945 -1.457 -0.054
H 2.221 -0.007 2.340
H 1.485 -1.802 2.365
*
```

Summary:
⟨S²⟩: 0.75
energy: -158.2523 Ha
energy above the lowest of the compared OMol25 structures with the same formula, charge and spin: 213.0 kJ/mol
max |F|: 4.773 eV Å⁻¹
frontier orbital gap (alpha / beta): 2.66 / 6.80 eV
LUMO energy (alpha / beta): 4.2 / 4.1 eV

=====

[2]
DFT (ωB97M-V with the def2-TZVPD basis set) results for 2 unconnected molecules or ions with the total composition C5H9NO2 at a distorted geometry.

The geometry in ORCA input format:
```
! RIJCOSX wB97M-V def2-TZVPD def2/J DEFGRID3
* xyz 0 1
C 1.381 0.547 -2.167
C 0.949 0.875 -0.762
O 1.710 1.229 0.104
C -0.553 0.778 -0.511
N -0.969 1.204 0.809
H 1.079 1.359 -2.829
H 2.462 0.445 -2.212
H 0.907 -0.367 -2.507
H -1.060 1.404 -1.252
H -0.877 -0.253 -0.674
H -0.551 2.113 1.013
H -0.607 0.549 1.507
C -0.963 -1.708 2.309
C -0.497 -2.350 1.293
O -0.081 -2.913 0.364
H -2.002 -1.469 2.381
H -0.329 -1.443 3.134
*
```

Summary:
energy: -401.1121 Ha
structure (SMILES): CC(=O)CN.C=C=O
energy above the lowest of the compared OMol25 structures with the same formula, charge and spin: 169.9 kJ/mol
max |F|: 1.694 eV Å⁻¹
frontier orbital gap: 9.98 eV
LUMO energy: 0.8 eV

=====

[3]
DFT (ωB97M-V with the def2-TZVPD basis set) results for a molecular structure, C4H6CuO3 at a distorted geometry.

The geometry in ORCA input format:
```
! RIJCOSX wB97M-V def2-TZVPD def2/J DEFGRID3
* xyz 3 3
C 0.866 3.173 -1.935
C 0.253 1.997 -1.570
O 0.603 3.815 -2.988
H -0.584 1.572 -2.128
H 0.563 3.541 -0.819
H 1.316 3.811 -3.654
O 0.984 0.960 -0.760
C 0.673 -0.300 -0.741
O 0.987 -1.024 0.249
Cu -0.964 -1.647 -1.301
C 0.410 -0.981 1.596
H 1.203 -1.267 2.293
H 0.038 0.019 1.839
H -0.416 -1.691 1.551
*
```

Summary:
⟨S²⟩: 2.02
energy: -2020.5752 Ha
energy above the lowest of the compared OMol25 structures with the same formula, charge and spin: 142.9 kJ/mol
max |F|: 5.279 eV Å⁻¹
frontier orbital gap (alpha / beta): 8.63 / 7.55 eV
LUMO energy (alpha / beta): -15.7 / -17.7 eV

=====

[4]
DFT (ωB97M-V with the def2-TZVPD basis set) results for 2 unconnected molecules or ions with the total composition C5H12N2O at a distorted geometry.

The geometry in ORCA input format:
```
! RIJCOSX wB97M-V def2-TZVPD def2/J DEFGRID3
* xyz 0 1
C -0.543 2.776 -0.775
N 0.498 2.439 -1.395
C 0.954 1.121 -1.194
C 1.208 0.667 0.034
C 1.475 -0.792 0.273
C 0.827 -1.398 1.536
N -0.338 -2.213 1.237
H -1.187 2.065 -0.262
H -0.854 3.815 -0.689
H 1.013 0.468 -2.055
H 1.180 1.314 0.895
H 2.580 -0.832 0.366
H 1.261 -1.447 -0.572
H 0.553 -0.569 2.187
H 1.575 -2.021 2.017
H -1.011 -1.754 0.650
H -0.161 -3.099 0.794
O -2.594 -0.117 -1.069
H -3.272 0.434 -0.631
H -3.164 -0.855 -1.345
*
```

Summary:
energy: -382.3946 Ha
structure (SMILES): C=N/C=C/CCN.O
energy above the lowest of the compared OMol25 structures with the same formula, charge and spin: 283.4 kJ/mol
max |F|: 1.944 eV Å⁻¹
frontier orbital gap: 8.87 eV
LUMO energy: 0.5 eV

=====

[5]
DFT (ωB97M-V with the def2-TZVPD basis set) results for C6H9N in the gas phase.

The geometry in ORCA input format:
```
! RIJCOSX wB97M-V def2-TZVPD def2/J DEFGRID3
* xyz 0 1
C -1.209 1.474 0.424
C -0.367 0.502 -0.349
C -0.674 -0.010 -1.643
C -0.052 -1.223 -1.761
N 0.718 -1.420 -0.634
C 0.551 -0.347 0.224
C 1.307 -0.130 1.504
H -0.605 2.137 1.048
H -1.870 0.872 1.072
H -1.863 2.086 -0.207
H -1.299 0.486 -2.378
H -0.144 -1.984 -2.523
H 0.960 -2.342 -0.299
H 1.328 0.951 1.683
H 2.354 -0.453 1.447
H 0.865 -0.599 2.392
*
```

Summary:
energy: -288.7643 Ha
structure (SMILES): Cc1cc[nH]c1C
energy above the lowest of the compared OMol25 structures with the same formula, charge and spin: 46.6 kJ/mol
max |F|: 0.480 eV Å⁻¹
frontier orbital gap: 8.82 eV
LUMO energy: 1.1 eV

=====

[6]
DFT (ωB97M-V with the def2-TZVPD basis set) results for 2 unconnected molecules or ions with the total composition C34H44F9N4O8 at a distorted geometry.

The geometry in ORCA input format:
```
! RIJCOSX wB97M-V def2-TZVPD def2/J DEFGRID3
* xyz 1 1
C 5.319 3.963 1.517
C 4.128 2.900 1.152
C 3.209 2.684 2.424
C 1.886 1.726 2.240
C 1.369 1.651 3.805
C 0.798 0.244 4.269
O 1.814 -0.604 4.922
C 1.211 -1.800 5.462
C 1.193 -3.055 4.463
F 0.353 -2.896 3.311
F 2.508 -3.384 3.962
C 0.582 -4.329 5.282
F -0.434 -3.965 6.215
F 1.677 -4.895 6.023
C 0.022 -5.493 4.317
F 0.077 -6.713 5.098
F 0.841 -5.720 3.164
C -1.518 -5.317 3.874
F -2.304 -6.499 4.069
F -1.545 -5.049 2.445
C 2.362 0.269 1.761
O 1.355 -0.593 1.185
C 0.178 0.057 0.696
N -0.599 -0.803 -0.267
C 0.379 1.592 0.170
C 1.387 1.768 -1.041
C 1.325 0.726 -2.243
C 1.941 -0.733 -2.106
C 1.911 -1.779 -3.272
C 1.309 -1.459 -4.681
C 0.716 0.025 -4.863
C 0.142 0.386 -6.342
C 0.728 1.036 -3.684
O -0.983 2.066 -0.028
C -1.296 2.535 -1.347
C -2.837 3.078 -1.280
O -3.059 3.962 -0.156
C -4.478 4.050 0.164
C -5.365 4.753 -0.989
N 0.769 2.346 1.452
C 0.791 3.831 1.303
O 1.408 4.505 0.454
N -0.064 4.656 2.235
C 0.754 5.319 3.257
O 1.635 6.173 2.961
F 0.625 5.040 4.671
H 5.881 3.542 2.435
H 6.010 3.978 0.590
H 4.882 5.006 1.701
H 3.641 3.265 0.190
H 4.683 1.912 0.893
H 3.864 2.092 3.183
H 2.952 3.665 2.994
H 0.590 2.484 4.039
H 2.235 1.895 4.544
H 0.280 -0.405 3.491
H 0.010 0.447 5.103
H 0.182 -1.546 5.917
H 1.875 -2.117 6.362
H -2.061 -4.434 4.361
H 2.872 -0.337 2.613
H 3.199 0.347 0.954
H -0.563 0.150 1.596
H -0.924 -0.262 -1.079
H -1.450 -1.155 0.217
H 2.461 1.636 -0.613
H 1.412 2.827 -1.511
H 2.414 -1.079 -1.119
H 2.348 -2.826 -3.115
H 1.281 -2.217 -5.554
H 0.188 1.542 -6.454
H 0.946 -0.009 -7.082
H -0.889 -0.048 -6.564
H 0.295 2.087 -3.873
H -1.346 1.630 -2.055
H -0.691 3.419 -1.747
H -3.140 3.517 -2.303
H -3.538 2.161 -1.122
H -4.960 3.049 0.447
H -4.543 4.725 1.104
H -5.701 3.991 -1.799
H -4.889 5.693 -1.441
H -6.350 5.089 -0.475
H -0.090 2.177 2.036
H -0.832 4.089 2.630
C -2.533 -6.582 -4.964
C -1.578 -5.759 -4.372
C -1.534 -4.405 -4.688
C -2.456 -3.884 -5.597
C -3.409 -4.705 -6.198
C -3.444 -6.058 -5.877
N -2.429 -2.454 -5.913
O -1.563 -1.767 -5.380
O -3.272 -2.024 -6.689
H -2.568 -7.638 -4.710
H -0.870 -6.173 -3.662
H -0.785 -3.774 -4.220
H -4.126 -4.309 -6.909
H -4.184 -6.705 -6.337
*
```

Summary:
energy: -3040.9050 Ha
energy above the lowest of the compared OMol25 structures with the same formula, charge and spin: 1213.3 kJ/mol
max |F|: 6.704 eV Å⁻¹
frontier orbital gap: 6.74 eV
LUMO energy: -3.9 eV